No. 1
ORCA calculation (the ωB97M-V functional and the def2-TZVPD basis) on 2 unconnected molecules or ions with the total composition C5H14.

```
! wB97M-V def2-TZVPD RIJCOSX def2/J DEFGRID3
* xyz 0 1
C 0.64607 -1.43224 0.95583
C 1.75049 -1.16699 -0.15496
C -0.80162 -1.37035 0.22030
H 0.70112 -2.36146 1.54526
H 0.54898 -0.40650 1.53113
H 2.49908 -0.55585 0.24403
H -0.83354 -1.17872 -0.90931
H -1.46676 -2.21396 0.19096
H 1.42287 -0.95898 -1.12927
H 2.29219 -2.08069 -0.39232
H -1.32794 -0.69309 0.92288
C -1.10386 1.44219 -0.88273
C -0.18230 2.12249 0.14183
H -0.83962 0.68130 -1.49142
H -2.05980 1.13045 -0.56774
H -1.41925 2.29962 -1.56505
H -0.76942 2.79550 0.70492
H 0.12302 1.34037 0.88528
H 0.82029 2.60691 -0.24964
*
```

## Properties
- LUMO energy: 1.166 eV
- HOMO energy: -10.707 eV
- SMILES string: CCC.CC

These are the Löwdin partial charges, in e, on atoms 1 to 5: -0.221, -0.114, -0.143, 0.091, 0.090

---

No. 2
ORCA calculation (the ωB97M-V functional and the def2-TZVPD basis) on 2 unconnected molecules or ions with the total composition C5H14.

```
! wB97M-V def2-TZVPD RIJCOSX def2/J DEFGRID3
* xyz 0 1
C -1.68850 0.55145 -1.79684
C -1.36708 -0.89394 -1.42603
H -1.24544 1.29672 -1.13400
H -1.22684 0.92743 -2.71624
H -2.75460 0.74142 -1.75411
H -2.25561 -1.47299 -1.18132
H -0.66509 -0.93878 -0.60029
H -0.97445 -1.47392 -2.26321
C 1.68730 0.44308 1.15873
C 0.32605 1.12521 1.27900
C 1.51486 -1.06944 0.99586
H 2.18231 0.63879 2.11895
H 2.39639 0.84604 0.43600
H -0.34381 0.70725 2.03814
H 0.46548 2.18451 1.49136
H 1.90391 -1.52737 0.09172
H 0.48106 -1.42135 0.99586
H -0.27935 0.97060 0.38878
H 1.84340 -1.63471 1.87765
*
```

## Properties
- LUMO energy: 1.162 eV
- HOMO energy: -10.984 eV
- SMILES string: CCC.CC

These are the Löwdin partial charges, in e, on atoms 1 to 5: -0.162, -0.147, 0.033, 0.068, 0.061

---

HOMO-LUMO gap
In order: 0.436 0.446
Unit: Ha
Relative energy (zero: lowest compared OMol25 entry of this formula, charge and spin)
In order: 50.7 15.9
Unit: kcal per mole
E_tot
In order: -198.8084 -198.8639
Unit: hartree